1.
Formula: C6H19N2O
Source: the Open Molecules 2025 dataset
Level of theory: ωB97M-V/def2-TZVPD

Positions of all 28 atoms, in Å:
C: -1.8280 1.5231 1.2870
C: -1.2502 0.1502 1.0317
C: 0.1900 0.0233 1.4464
C: 0.7804 -1.3987 1.4033
C: 1.2712 -1.9745 0.0413
C: 1.8607 -0.8980 -0.8778
N: 0.9243 -0.3820 -1.8606
N: -1.4365 -0.2122 -0.4289
H: -1.5220 1.9054 2.2537
H: -1.4572 2.1814 0.5077
H: -2.9172 1.5690 1.2600
H: -1.7762 -0.6556 1.5532
H: 0.8531 0.7315 0.9488
H: 0.2325 0.3241 2.4902
H: 0.0606 -2.0556 1.8486
H: 1.6632 -1.3685 2.0479
H: 0.5213 -2.6313 -0.4068
H: 2.1129 -2.6415 0.2411
H: 2.2441 -0.0683 -0.2773
H: 2.8059 -1.2485 -1.3164
H: 1.2924 0.4481 -2.3008
H: 0.6089 -1.0984 -2.4978
H: -0.5752 -0.0036 -1.0175
H: -2.2129 0.3354 -0.7984
H: -1.6420 -1.2003 -0.5395
H: -0.1814 3.0813 -2.7591
H: -0.1812 3.0567 -1.2556
O: -0.4414 2.5076 -2.0241

Output
Total charge: +1
ΔE to the lowest compared entry with this formula, charge and spin, eV: 0.0000
Kohn-Sham gap, eV: 10.727

---

2.
Formula: C13H18AgF2N10
Source: the Open Molecules 2025 dataset
Level of theory: ωB97M-V/def2-TZVPD

Positions of all 44 atoms, in Å:
Ag: 0.2686 0.9664 1.8856
N: -4.3182 -3.0475 0.9878
C: -4.1547 -1.8981 1.0512
N: -4.0153 -0.5944 1.1033
C: -2.8228 -0.1504 1.3450
N: -1.7532 0.2462 1.5626
F: 2.2717 3.1822 1.8959
C: 2.0136 2.0116 2.6499
F: 3.2116 1.2740 2.5260
H: 2.0363 2.3655 3.6876
N: -1.7438 -4.0951 2.3583
C: -0.5722 -3.3985 2.3735
C: -0.2168 -2.5175 1.3331
N: 0.9286 -1.8732 1.3199
C: 1.7685 -2.0882 2.3401
C: 1.4188 -2.9442 3.3637
N: 0.2584 -3.6011 3.3966
H: -2.5419 -3.7766 1.8209
H: -1.9854 -4.5177 3.2397
H: -0.9087 -2.3389 0.5164
H: 2.7014 -1.5401 2.3424
H: 2.0871 -3.1060 4.2021
C: 1.5484 1.7351 -1.0956
N: 0.2309 1.2395 -0.6882
C: -0.0258 -0.0282 -1.3751
N: 0.0131 0.1271 -2.8348
C: 1.3310 0.6527 -3.1956
N: 1.6256 1.9335 -2.5489
C: 0.5773 2.8817 -2.9291
N: -0.7643 2.4215 -2.5596
C: -0.7834 2.2067 -1.1073
C: -0.9899 1.1265 -3.2079
H: 2.3055 1.0112 -0.7877
H: 1.7464 2.6768 -0.5822
H: -1.0140 -0.3855 -1.0779
H: 0.7226 -0.7566 -1.0595
H: 1.3720 0.7872 -4.2803
H: 2.0924 -0.0727 -2.9009
H: 0.6113 3.0319 -4.0119
H: 0.7697 3.8367 -2.4350
H: -1.7649 1.8360 -0.8061
H: -0.5931 3.1563 -0.6020
H: -0.9645 1.2664 -4.2921
H: -1.9780 0.7580 -2.9239

Output
Total charge: -1
ΔE to the lowest compared entry with this formula, charge and spin, eV: 0.0040
Kohn-Sham gap, eV: 7.503

---

3.
Formula: C4H5ClO4
Source: the Open Molecules 2025 dataset
Level of theory: ωB97M-V/def2-TZVPD

Positions of all 14 atoms, in Å:
O: 0.8724 -1.2912 -2.1299
C: 0.5389 -1.0587 -1.0053
O: 0.0871 -1.8135 -0.0643
C: -0.4666 -1.1598 1.0351
C: -0.5178 0.3977 0.7172
O: -1.7215 0.7718 0.1223
C: 0.5641 0.5797 -0.3514
O: 0.2925 1.4921 -1.3112
Cl: 2.3147 0.6840 0.3492
H: 0.2893 -1.0353 1.8640
H: -1.2670 -1.7969 1.4294
H: -0.4427 0.9432 1.6331
H: -1.4867 1.7425 -0.2360
H: 0.9433 1.5443 -2.0521

Output
Total charge: 0
SMILES: O=C1OC[C@H](O)[C@@]1(O)Cl
ΔE to the lowest compared entry with this formula, charge and spin, eV: 0.0000
Kohn-Sham gap, eV: 10.305

---

4.
Formula: C10H24F3KO10P2
Source: the Open Molecules 2025 dataset
Level of theory: ωB97M-V/def2-TZVPD

Positions of all 50 atoms, in Å:
K: 11.6592 -31.8193 3.5664
C: 9.7555 -33.0065 6.1275
O: 9.2412 -32.3564 4.9187
O: 11.0408 -32.9078 6.1774
C: 9.0984 -32.3301 7.3305
F: 9.4347 -32.9304 8.4719
F: 9.4364 -31.0411 7.4514
F: 7.7406 -32.3478 7.2779
C: 8.0423 -32.8471 4.3518
C: 7.7267 -32.0370 3.1070
H: 7.6145 -30.9719 3.2917
H: 8.5048 -32.1826 2.3487
H: 6.8122 -32.4267 2.6445
H: 7.2280 -32.7584 5.0715
H: 8.1912 -33.8956 4.0679
H: 9.3676 -34.0596 6.1187
C: 9.8504 -30.5761 -1.1337
O: 10.0142 -32.0012 -1.1290
P: 11.3393 -32.6440 -0.5851
O: 11.6288 -32.3195 0.8117
O: 11.1662 -34.1655 -0.9254
C: 9.9230 -34.8353 -0.6019
O: 12.4296 -32.1660 -1.6081
C: 13.7353 -32.7577 -1.5945
H: 10.2679 -30.1708 -2.0544
H: 10.3453 -30.1298 -0.2693
H: 8.7844 -30.3848 -1.0662
H: 10.1713 -35.8798 -0.4578
H: 9.2225 -34.6832 -1.4172
H: 9.4942 -34.4329 0.3159
H: 14.2659 -32.3624 -2.4540
H: 13.6656 -33.8420 -1.6930
H: 14.2571 -32.5065 -0.6720
C: 9.0863 -27.0461 0.5355
O: 8.7044 -27.5731 1.7888
P: 9.7530 -28.3585 2.6625
O: 10.1938 -29.6481 2.1260
O: 8.9486 -28.4177 3.9921
C: 9.5959 -29.0175 5.1381
O: 10.9695 -27.3696 2.8788
C: 10.8364 -26.1934 3.6863
H: 8.8754 -25.9761 0.4921
H: 8.5340 -27.5338 -0.2696
H: 10.1525 -27.1605 0.3118
H: 8.8621 -29.5729 5.7048
H: 10.0411 -28.2402 5.7574
H: 10.3633 -29.7165 4.8080
H: 9.8149 -26.0566 4.0380
H: 11.1432 -25.3357 3.0934
H: 11.4922 -26.2888 4.5514

Output
Total charge: 0
ΔE to the lowest compared entry with this formula, charge and spin, eV: 0.0000
Kohn-Sham gap, eV: 7.213

---

5.
Formula: C29H22BrN8NaO
Source: the Open Molecules 2025 dataset
Level of theory: ωB97M-V/def2-TZVPD

Positions of all 62 atoms, in Å:
Na: -0.2211 -0.0205 -0.8649
C: 4.1867 -0.9267 -0.5155
C: 4.8689 0.2744 -0.6985
C: 4.1551 1.4460 -0.7459
C: 2.7547 1.4355 -0.6380
N: 2.0972 0.2757 -0.4880
C: 2.8180 -0.8564 -0.4065
N: 2.1666 2.6999 -0.6585
C: 0.9024 2.9527 -0.6738
N: -0.1945 2.1245 -0.7114
C: -1.3153 2.9083 -0.6785
N: -2.5747 2.6029 -0.6560
C: -3.1155 1.3323 -0.7989
C: -4.4505 1.2016 -0.3738
C: -5.1203 0.0167 -0.5467
C: -4.4723 -1.0467 -1.1754
C: -3.1689 -0.8446 -1.5657
N: -2.4834 0.2939 -1.3699
C: -0.9242 4.3493 -0.6160
C: -1.6784 5.5027 -0.5525
C: -0.9900 6.7129 -0.5073
C: 0.4056 6.7444 -0.5281
C: 1.1483 5.5669 -0.5911
C: 0.4482 4.3789 -0.6324
H: 4.6868 -1.8834 -0.4628
H: 5.9475 0.2888 -0.7966
H: 4.6357 2.4072 -0.8641
H: 2.2532 -1.7679 -0.2455
H: -4.9184 2.0680 0.0735
H: -6.1448 -0.0820 -0.2086
H: -4.9631 -1.9909 -1.3658
H: -2.6166 -1.6386 -2.0566
H: -2.7598 5.4579 -0.5393
H: -1.5419 7.6433 -0.4583
H: 0.9140 7.6998 -0.4898
H: 2.2305 5.5725 -0.6144
Br: 0.7899 0.8032 5.7740
C: 0.1874 0.2244 4.0881
C: 0.6724 -0.9534 3.5508
C: 0.2009 -1.3286 2.3048
N: -0.6897 -0.6253 1.6036
C: -1.1359 0.5118 2.1459
C: -0.7314 0.9792 3.3866
H: 1.4010 -1.5554 4.0740
H: 0.5691 -2.2394 1.8414
H: -1.8368 1.0922 1.5556
H: -1.1156 1.9103 3.7768
N: 2.2093 -6.6980 -1.2942
C: 2.1940 -5.3387 -1.2786
O: 3.1342 -4.6642 -1.6480
C: 0.9257 -4.6957 -0.8004
C: 0.0976 -5.2365 0.1701
C: -1.0042 -4.5089 0.5890
C: -1.2307 -3.2649 0.0254
N: -0.4475 -2.7367 -0.9211
C: 0.6035 -3.4499 -1.3223
H: 3.0291 -7.1494 -1.6627
H: 1.3647 -7.2308 -1.1948
H: 0.3259 -6.1947 0.6227
H: -1.6676 -4.8845 1.3562
H: -2.0562 -2.6477 0.3596
H: 1.2455 -3.0177 -2.0812

Output
Total charge: 0
Kohn-Sham gap, eV: 7.270

---

6.
Formula: C4H6N2
Source: the Open Molecules 2025 dataset
Level of theory: ωB97M-V/def2-TZVPD

Positions of all 12 atoms, in Å:
H: 3.9158 0.1417 0.0799
N: 2.9297 0.3741 0.0302
C: 2.2517 -0.6755 -0.2017
N: 0.9220 -0.5389 -0.5075
C: 0.0165 0.1617 -0.0997
C: -1.0883 0.8014 0.1692
C: -2.3852 0.0304 0.1543
H: 2.6331 -1.6890 -0.3335
H: -1.0392 1.8765 0.2882
H: -3.2173 0.7197 0.2903
H: -2.4205 -0.7259 0.9406
H: -2.5183 -0.4762 -0.8105

Output
Total charge: 0
SMILES: [H]/N=C/N=C=CC
ΔE to the lowest compared entry with this formula, charge and spin, eV: 2.4190
Kohn-Sham gap, eV: 9.251

---

7.
Formula: C5H13ClI2N2OPReS
Source: the Open Molecules 2025 dataset
Level of theory: ωB97M-V/def2-TZVPD

Positions of all 27 atoms, in Å:
I: 4.0381 1.6987 0.4157
I: 2.9104 -2.2792 0.0062
Re: 1.5052 -0.2541 -0.3448
P: -0.4010 -0.0354 -1.9173
C: 0.1786 0.0286 -3.6401
C: -1.6455 -1.3969 -1.9391
H: -2.1714 1.3062 -0.8963
H: -2.2934 1.2993 -2.7099
H: -1.0616 2.3218 -1.8805
C: -1.6078 1.3691 -1.8466
H: -2.2175 -1.3520 -0.9915
H: -2.3144 -1.2726 -2.8052
H: -0.7130 -0.0285 -4.3070
H: 0.8456 -0.8610 -3.7436
H: -1.1161 -2.3557 -1.9965
H: 0.7479 0.9861 -3.7392
C: 2.6578 0.3616 -1.8166
O: 3.4672 0.5172 -2.6501
Cl: -1.0994 -0.1998 0.6961
N: -0.0907 1.1377 3.5532
C: 0.3995 0.0165 3.1137
N: -0.0650 -1.1531 3.5603
S: 1.7909 0.1979 1.9342
H: -0.9186 1.1285 4.1169
H: 0.0499 1.9399 2.9697
H: 0.0292 -1.9888 2.9874
H: -0.9077 -1.1315 4.1245

Output
Total charge: +3
ΔE to the lowest compared entry with this formula, charge and spin, eV: 1.5576
Kohn-Sham gap (alpha / beta), eV: 6.088 / 6.222
2S+1: 4

---

8.
Formula: C4H3NO3
Source: the Open Molecules 2025 dataset
Level of theory: ωB97M-V/def2-TZVPD

Positions of all 11 atoms, in Å:
O: 2.3593 -0.2434 1.5979
C: 2.4100 -0.1917 0.3423
O: 1.3200 -0.0060 -0.5705
C: -0.0405 0.2214 -0.1697
C: -0.9763 -0.9170 -0.0795
N: -2.3052 -0.3524 -0.0051
C: -2.0139 0.8832 -0.2041
O: -0.7720 1.4131 -0.3878
H: 3.2529 -0.5620 -0.2759
H: -0.5708 -1.9054 -0.2593
H: -2.6634 1.6601 0.0117

Output
Total charge: 0
SMILES: O=COc1cnco1
ΔE to the lowest compared entry with this formula, charge and spin, eV: 3.3373
Kohn-Sham gap, eV: 9.945

---

> The lowest total charge belongs to which entry?

C13H18AgF2N10

---

> Look up the total charge of the sixth one.

0

---

> total charge of number 8 (C4H3NO3)?

0

---

What did the sixth record say?
Formula: C4H6N2
Source: the Open Molecules 2025 dataset
Level of theory: ωB97M-V/def2-TZVPD

Positions of all 12 atoms, in Å:
H: 3.9158 0.1417 0.0799
N: 2.9297 0.3741 0.0302
C: 2.2517 -0.6755 -0.2017
N: 0.9220 -0.5389 -0.5075
C: 0.0165 0.1617 -0.0997
C: -1.0883 0.8014 0.1692
C: -2.3852 0.0304 0.1543
H: 2.6331 -1.6890 -0.3335
H: -1.0392 1.8765 0.2882
H: -3.2173 0.7197 0.2903
H: -2.4205 -0.7259 0.9406
H: -2.5183 -0.4762 -0.8105

Output
Total charge: 0
SMILES: [H]/N=C/N=C=CC
ΔE to the lowest compared entry with this formula, charge and spin, eV: 2.4190
Kohn-Sham gap, eV: 9.251